3 unconnected molecules or ions with the total composition C12H26ClO4PS2, computed with the ωB97M-V functional and the def2-TZVPD basis.

Its SMILES is O=S(=O)(Cl)CCCCPS.C1CCOC1.C1CCOC1. For the maximum force, the calculation gives 0.53 eV/Å. The value obtained for the lowest unoccupied orbital energy is 0.0166 Eh. The orbital gap comes out at 9.0 eV.

```
46
C12H26ClO4PS2 | the Open Molecules 2025 dataset | the ωB97M-V functional and the def2-TZVPD basis
H -1.783 -5.032 2.881
H 1.106 3.122 0.800
H -0.063 -0.372 1.447
O -0.716 -3.962 1.487
H 2.386 3.656 -0.287
O -1.830 0.128 0.510
Cl 4.172 4.896 -2.490
H -0.181 3.273 -3.223
C -1.129 -0.579 1.545
H 1.467 5.558 -2.458
H -3.663 0.917 3.129
C 0.397 3.589 -1.172
H -3.824 0.610 0.406
S 2.885 4.617 -4.055
H 4.021 0.018 0.137
H 0.242 4.638 -0.902
C -2.967 0.786 1.059
H -0.548 3.079 -0.972
H 1.097 -5.909 0.529
H -1.214 0.831 3.186
H -1.867 -6.495 0.972
C -0.860 -6.314 1.356
O 3.086 5.709 -4.948
C -0.861 -5.123 2.305
O 3.062 3.268 -4.489
H 2.505 1.333 -1.736
P 1.834 1.263 -0.491
C 1.308 4.809 -3.232
C -1.716 -0.084 2.860
H -2.781 1.867 1.095
H -0.019 -5.175 3.005
H 0.690 5.257 -4.013
C -3.157 0.221 2.460
C -0.345 -4.342 0.159
H -0.092 -6.332 -0.710
C 0.727 3.507 -2.669
H -1.629 -0.822 3.656
H -0.506 -7.228 1.830
H 1.423 2.696 -2.878
H -1.201 -4.195 -0.507
C 1.479 3.049 -0.225
H -3.740 -0.702 2.420
H 0.466 -3.694 -0.174
H -1.289 -1.652 1.419
S 3.579 1.129 0.741
C 0.049 -5.811 0.236
```

Atomic partial charges in e from the Mulliken method, atoms 1 to 8: atom 1 (H): 0.28, atom 2 (H): 0.47, atom 3 (H): 0.12, atom 4 (O): -0.34, atom 5 (H): 0.46, atom 6 (O): -0.40, atom 7 (Cl): -0.20, atom 8 (H): 0.35